1.
Entry from the Open Molecules 2025 dataset: 2 unconnected molecules or ions with the total composition C6H18N3 in a non-equilibrium geometry (ωB97M-V/def2-TZVPD).

Last column: natural (NBO) charge in e.
Atoms and positions in Å:
C  -0.812  -1.009  -1.733  -0.238
C  -1.932  -2.030  -1.509  -0.606
C  1.569  -0.991  -0.948  0.677
N  0.298  -1.420  -0.883  -0.591
N  2.008  -0.146  -1.841  -0.740
N  2.384  -1.478  -0.014  -0.750
H  -0.444  -1.065  -2.732  0.208
H  -1.291  -0.064  -1.437  0.209
H  -1.631  -3.001  -1.731  0.227
H  -2.726  -1.813  -2.171  0.252
H  0.262  -2.356  -0.581  0.419
H  1.328  0.111  -2.510  0.429
H  2.980  0.133  -1.877  0.446
H  1.962  -1.975  0.738  0.422
H  3.311  -1.119  0.073  0.428
H  -2.333  -1.887  -0.525  0.214
C  -0.914  1.821  2.229  -0.302
C  -0.526  3.031  1.299  -0.454
C  -0.080  0.640  1.937  -0.654
H  -0.892  2.045  3.289  0.289
H  -1.978  1.654  1.876  0.399
H  -1.317  3.658  0.907  0.276
H  0.092  0.328  0.895  0.230
H  0.940  0.853  2.312  0.285
H  0.083  2.799  0.466  0.238
H  0.132  3.565  2.061  0.373
H  -0.476  -0.285  2.408  0.315

Gap between HOMO and LUMO (spin up / spin down) (eV): 11.718 / 4.304
Largest force on an atom (eV/A): 1.9
Charge: +2
Energy (eV): -10964.666
Expectation value of S²: 0.7529
Spin multiplicity: 2
Relative energy (zero: lowest compared OMol25 entry of this formula, charge and spin) (kcal/mol): 7.4

***

2.
Entry from the Open Molecules 2025 dataset: 2 unconnected molecules or ions with the total composition C6H18NO in a non-equilibrium geometry (ωB97M-V/def2-TZVPD).

Last column: natural (NBO) charge in e.
Atoms and positions in Å:
C  -2.210  -0.912  0.533  -0.654
C  -0.798  -0.720  1.117  -0.039
C  0.083  0.081  0.172  -0.412
C  -0.321  1.556  0.183  -0.412
C  0.818  2.524  -0.185  -0.381
C  1.756  2.082  -1.305  -0.618
N  -0.166  -2.083  1.346  -0.673
H  -2.325  -0.478  -0.456  0.243
H  -2.882  -0.314  1.156  0.246
H  -2.662  -1.893  0.619  0.223
H  -0.914  -0.200  2.057  0.227
H  0.018  -0.321  -0.828  0.233
H  1.116  -0.036  0.527  0.201
H  -1.000  1.623  -0.673  0.200
H  -0.891  1.953  0.986  0.219
H  1.414  2.553  0.743  0.187
H  0.452  3.543  -0.246  0.224
H  2.612  2.755  -1.294  0.231
H  2.121  1.079  -1.111  0.197
H  1.238  2.257  -2.246  0.212
H  -0.097  -2.322  2.329  0.437
H  0.787  -2.138  0.978  0.460
H  -0.757  -2.799  0.928  0.442
H  0.741  -3.346  -1.636  0.484
H  0.959  -2.022  -2.287  0.495
O  0.909  -2.420  -1.408  -0.973

Gap between HOMO and LUMO (eV): 10.670
Largest force on an atom (eV/A): 3.2
Charge: +1
Energy (eV): -10045.061
Relative energy (zero: lowest compared OMol25 entry of this formula, charge and spin) (kcal/mol): 17.8

***

3.
Entry from the Open Molecules 2025 dataset: 2 unconnected molecules or ions with the total composition C6H18NO in a non-equilibrium geometry (ωB97M-V/def2-TZVPD).

Last column: natural (NBO) charge in e.
Atoms and positions in Å:
C  1.373  1.458  -1.095  -0.653
C  1.118  0.800  0.233  -0.026
C  0.769  -0.699  0.146  -0.230
C  0.629  -1.333  1.530  -0.624
C  -0.476  -1.006  -0.752  -0.406
C  -0.131  -1.981  -1.882  -0.612
N  0.068  1.583  1.029  -0.711
H  1.712  2.495  -1.074  0.233
H  0.489  1.526  -1.733  0.225
H  2.022  0.794  -1.650  0.256
H  2.007  0.876  0.845  0.217
H  1.657  -1.135  -0.318  0.229
H  1.492  -1.311  2.195  0.229
H  0.316  -2.369  1.333  0.238
H  -0.232  -0.936  2.081  0.189
H  -0.807  -0.067  -1.173  0.205
H  -1.223  -1.478  -0.115  0.204
H  -1.090  -2.345  -2.284  0.223
H  0.349  -2.884  -1.504  0.215
H  0.411  -1.548  -2.726  0.217
H  0.064  2.523  0.641  0.431
H  0.302  1.617  2.026  0.438
H  -0.924  1.276  0.979  0.474
H  -3.338  1.536  0.523  0.501
H  -3.122  0.064  0.790  0.503
O  -2.630  0.866  0.558  -0.968

Gap between HOMO and LUMO (eV): 11.530
Largest force on an atom (eV/A): 1.7
Charge: +1
Energy (eV): -10045.681
Relative energy (zero: lowest compared OMol25 entry of this formula, charge and spin) (kcal/mol): 3.5

***

4.
Entry from the Open Molecules 2025 dataset: 2 unconnected molecules or ions with the total composition C6H18NO in a non-equilibrium geometry (ωB97M-V/def2-TZVPD).

Last column: natural (NBO) charge in e.
Atoms and positions in Å:
C  0.649  0.499  -2.004  -0.656
C  0.572  -0.747  -1.140  0.118
C  -0.853  -0.447  -0.223  -0.067
C  -1.138  -1.786  0.365  -0.647
C  -0.807  0.791  0.682  -0.472
C  -1.960  1.725  0.271  -0.638
N  1.681  -1.006  -0.176  -0.739
H  1.646  0.794  -2.369  0.321
H  0.424  1.439  -1.486  0.274
H  -0.151  0.343  -2.719  0.279
H  0.365  -1.568  -1.826  0.279
H  -1.639  -0.354  -0.996  0.271
H  -1.442  -2.685  -0.194  0.292
H  -2.043  -1.588  1.029  0.370
H  -0.398  -2.214  1.051  0.236
H  0.099  1.388  0.538  0.232
H  -1.168  0.563  1.688  0.288
H  -1.740  2.772  0.545  0.267
H  -2.862  1.551  0.873  0.255
H  -2.319  1.838  -0.764  0.248
H  2.557  -1.052  -0.715  0.467
H  1.608  -1.966  0.162  0.456
H  1.819  -0.281  0.603  0.495
H  1.991  1.309  2.027  0.506
H  2.879  0.323  2.750  0.537
O  2.230  0.359  2.028  -0.970

Gap between HOMO and LUMO (spin up / spin down) (eV): 12.884 / 5.910
Largest force on an atom (eV/A): 2.7
Charge: +2
Energy (eV): -10030.271
Expectation value of S²: 0.7533
Spin multiplicity: 2
Relative energy (zero: lowest compared OMol25 entry of this formula, charge and spin) (kcal/mol): 14.2

***

5.
Entry from the Open Molecules 2025 dataset: 3 unconnected molecules or ions with the total composition C6H18NO2S in a non-equilibrium geometry (ωB97M-V/def2-TZVPD).

Last column: natural (NBO) charge in e.
Atoms and positions in Å:
C  2.059  -0.513  -1.449  -0.240
C  2.142  1.012  -1.745  -0.522
S  1.774  1.287  -3.557  -0.757
N  1.264  -0.729  -0.204  -0.686
C  -0.049  -1.358  -0.449  -0.212
C  -1.188  -0.615  0.247  -0.231
C  -1.605  0.624  -0.525  -0.621
C  -2.314  -1.594  0.572  -0.605
H  3.097  -0.835  -1.326  0.176
H  1.635  -1.062  -2.284  0.201
H  1.467  1.567  -1.111  0.163
H  3.191  1.295  -1.718  0.193
H  1.749  -1.180  0.558  0.359
H  0.027  -2.404  -0.142  0.168
H  -0.206  -1.352  -1.527  0.206
H  -0.775  -0.267  1.197  0.184
H  -2.002  0.390  -1.511  0.213
H  -0.680  1.098  -0.798  0.227
H  -2.171  1.374  0.022  0.202
H  -3.070  -1.293  1.293  0.206
H  -1.828  -2.440  1.076  0.194
H  -2.816  -2.065  -0.272  0.199
H  0.998  0.893  1.204  0.497
H  0.769  2.346  0.782  0.479
O  0.861  1.789  1.560  -0.994
H  -0.145  1.602  3.754  0.480
H  -1.147  1.156  2.709  0.479
O  -1.037  1.272  3.648  -0.959

Gap between HOMO and LUMO (eV): 5.775
Largest force on an atom (eV/A): 2.7
Charge: -1
Energy (eV): -22934.825
Relative energy (zero: lowest compared OMol25 entry of this formula, charge and spin) (kcal/mol): 10.6

***

6.
Entry from the Open Molecules 2025 dataset: 3 unconnected molecules or ions with the total composition C6H18NO3 in a non-equilibrium geometry (ωB97M-V/def2-TZVPD).

Last column: natural (NBO) charge in e.
Atoms and positions in Å:
C  2.261  -1.245  1.014  -0.988
C  1.195  -0.307  0.263  -0.048
C  -0.200  -0.505  0.723  -0.439
C  -0.552  -0.377  2.218  -0.721
C  -2.073  0.080  2.329  -0.708
N  1.279  -0.439  -1.229  -0.709
C  1.132  0.801  -2.195  0.150
O  -0.045  0.923  -2.646  -0.952
H  2.156  -1.028  2.109  0.182
H  3.242  -0.932  0.791  0.193
H  1.884  -2.288  0.870  0.198
H  1.385  0.768  0.566  0.136
H  -0.737  0.161  0.048  0.196
H  -0.513  -1.535  0.553  0.184
H  0.098  0.330  2.785  0.180
H  -0.466  -1.410  2.665  0.158
H  -2.088  1.184  2.384  0.194
H  -2.597  -0.199  1.333  0.196
H  -2.415  -0.588  3.158  0.188
H  2.231  -0.710  -1.411  0.322
H  1.999  0.702  -2.843  0.061
H  1.154  1.727  -1.541  0.068
H  -1.984  -0.376  -1.697  0.501
H  -1.576  -1.800  -1.905  0.476
O  -2.394  -1.281  -1.803  -0.987
H  -0.588  2.630  -2.942  0.508
H  -1.002  2.539  -1.462  0.475
O  -0.785  3.175  -2.136  -1.015

Gap between HOMO and LUMO (spin up / spin down) (eV): 2.484 / 6.937
Largest force on an atom (eV/A): 4.9
Charge: -2
Energy (eV): -14141.572
Expectation value of S²: 0.7506
Spin multiplicity: 2

***

7.
Entry from the Open Molecules 2025 dataset: a molecular structure, C6H18NOSi in a non-equilibrium geometry (ωB97M-V/def2-TZVPD).

Last column: natural (NBO) charge in e.
Atoms and positions in Å:
C  0.373  -0.534  -2.467  -0.602
C  0.271  -2.926  0.890  -0.229
C  2.098  0.264  1.071  -1.181
C  -0.872  0.617  2.430  -1.115
C  -0.096  0.812  -2.185  -0.431
C  -0.923  0.765  -0.876  -0.346
N  -1.307  2.055  -0.277  -0.700
O  -0.174  -1.698  1.203  -0.906
Si  0.237  -0.161  1.092  1.847
H  -0.394  -1.188  -2.390  0.215
H  0.821  -0.484  -3.493  0.242
H  1.001  -0.971  -1.685  0.208
H  1.321  -2.931  0.682  0.175
H  -0.273  -3.354  0.057  0.182
H  0.007  -3.572  1.795  0.195
H  2.441  -0.136  0.093  0.255
H  2.260  1.319  0.787  0.252
H  2.853  -0.046  1.811  0.287
H  -0.993  0.068  3.294  0.273
H  -0.686  1.606  2.634  0.229
H  -1.963  0.512  1.945  0.207
H  0.694  1.597  -2.038  0.193
H  -0.702  1.297  -2.884  0.210
H  -1.902  0.085  -0.887  0.228
H  -1.785  1.770  0.504  0.446
H  -0.369  2.677  -0.254  0.452
H  -1.939  2.559  -0.852  0.412

Gap between HOMO and LUMO (eV): 9.491
Largest force on an atom (eV/A): 5.6
Charge: +1
Energy (eV): -17921.280
Relative energy (zero: lowest compared OMol25 entry of this formula, charge and spin) (kcal/mol): 92.1

***

8.
Entry from the Open Molecules 2025 dataset: 3 unconnected molecules or ions with the total composition C6H18O11P2S2 in a non-equilibrium geometry (ωB97M-V/def2-TZVPD).

Last column: natural (NBO) charge in e.
Atoms and positions in Å:
O  -2.970  3.827  5.668  -0.532
C  -2.266  2.681  5.841  0.743
O  -2.895  1.570  6.573  -0.720
C  -0.763  2.652  5.155  -0.179
O  -0.748  1.534  4.198  -0.735
P  0.116  1.942  2.730  2.375
O  1.684  2.001  3.056  -1.070
O  -0.080  0.577  1.632  -0.915
O  -0.458  3.450  2.077  -1.018
P  0.049  3.697  0.429  2.336
O  -1.089  3.062  -0.515  -1.021
O  -0.003  5.445  0.148  -0.900
O  1.573  2.968  0.007  -0.920
H  -3.380  0.997  5.881  0.512
H  -0.561  3.701  4.673  0.241
H  -0.001  2.535  6.054  0.235
H  0.822  0.361  1.232  0.539
H  -0.123  5.845  1.074  0.503
H  2.280  3.135  0.722  0.528
C  -2.024  0.531  -2.205  -0.823
S  -1.835  -1.244  -1.908  1.228
O  -0.718  -1.420  -0.922  -1.011
C  -1.179  -1.635  -3.548  -0.828
H  -2.392  0.999  -1.289  0.253
H  -1.060  0.970  -2.473  0.236
H  -2.746  0.692  -3.008  0.222
H  -0.268  -1.060  -3.733  0.229
H  -1.930  -1.401  -4.307  0.222
H  -0.948  -2.702  -3.585  0.269
C  1.987  -4.094  -1.758  -0.834
S  2.285  -3.664  -3.490  1.241
O  0.956  -3.644  -4.185  -0.993
C  3.103  -5.218  -3.926  -0.828
H  1.444  -3.273  -1.285  0.266
H  1.389  -5.006  -1.698  0.229
H  2.942  -4.236  -1.248  0.224
H  2.435  -6.060  -3.730  0.231
H  4.021  -5.323  -3.344  0.227
H  3.351  -5.193  -4.990  0.240

Gap between HOMO and LUMO (eV): 7.384
Largest force on an atom (eV/A): 8.9
Energy (eV): -69282.951

***

Copy entry 6 word for word.
Entry from the Open Molecules 2025 dataset: 3 unconnected molecules or ions with the total composition C6H18NO3 in a non-equilibrium geometry (ωB97M-V/def2-TZVPD).

Last column: natural (NBO) charge in e.
Atoms and positions in Å:
C  2.261  -1.245  1.014  -0.988
C  1.195  -0.307  0.263  -0.048
C  -0.200  -0.505  0.723  -0.439
C  -0.552  -0.377  2.218  -0.721
C  -2.073  0.080  2.329  -0.708
N  1.279  -0.439  -1.229  -0.709
C  1.132  0.801  -2.195  0.150
O  -0.045  0.923  -2.646  -0.952
H  2.156  -1.028  2.109  0.182
H  3.242  -0.932  0.791  0.193
H  1.884  -2.288  0.870  0.198
H  1.385  0.768  0.566  0.136
H  -0.737  0.161  0.048  0.196
H  -0.513  -1.535  0.553  0.184
H  0.098  0.330  2.785  0.180
H  -0.466  -1.410  2.665  0.158
H  -2.088  1.184  2.384  0.194
H  -2.597  -0.199  1.333  0.196
H  -2.415  -0.588  3.158  0.188
H  2.231  -0.710  -1.411  0.322
H  1.999  0.702  -2.843  0.061
H  1.154  1.727  -1.541  0.068
H  -1.984  -0.376  -1.697  0.501
H  -1.576  -1.800  -1.905  0.476
O  -2.394  -1.281  -1.803  -0.987
H  -0.588  2.630  -2.942  0.508
H  -1.002  2.539  -1.462  0.475
O  -0.785  3.175  -2.136  -1.015

Gap between HOMO and LUMO (spin up / spin down) (eV): 2.484 / 6.937
Largest force on an atom (eV/A): 4.9
Charge: -2
Energy (eV): -14141.572
Expectation value of S²: 0.7506
Spin multiplicity: 2

***

Which of these has the lowest energy?
C6H18O11P2S2